# C32H48BrCl4F17LiN7NaO19PS3

A molecular structure, C32H48BrCl4F17LiN7NaO19PS3 in a non-equilibrium geometry (the ωB97M-V functional and the def2-TZVPD basis, the Open Molecules 2025 dataset).

```
134
C32H48BrCl4F17LiN7NaO19PS3 (the ωB97M-V functional and the def2-TZVPD basis)
Br 0.404 -1.692 1.878
Cl 12.883 2.756 4.579
Cl 12.072 5.463 5.237
Cl 11.168 3.241 6.869
Cl 13.952 4.057 6.943
S -4.160 -5.071 1.617
S 7.598 3.258 -1.368
S -6.725 -5.531 1.678
P -2.287 2.398 0.558
Na 3.802 -2.644 -2.818
F 8.308 4.721 -0.951
F -0.922 6.850 -4.189
F 5.776 2.349 -3.911
F 6.078 -1.166 -2.851
F -6.424 -6.119 3.128
F 9.078 2.516 -0.956
F 8.212 3.465 -2.900
F 5.211 -0.213 -4.768
F -0.214 3.516 -6.004
F 2.975 -0.715 -3.494
F 6.186 4.096 -1.665
F 3.958 -0.686 -1.369
F 7.510 0.870 -3.933
F -2.981 -5.543 0.641
F 7.890 0.601 -1.436
F 7.188 3.087 0.278
F 5.887 1.340 -0.653
O -10.780 -5.008 2.152
O -0.610 -7.347 4.044
O 0.949 -7.509 5.695
O 9.061 3.855 3.269
O -12.168 -6.753 2.461
O -5.573 0.585 0.428
O -7.129 -4.174 1.966
O 1.236 5.189 -5.407
O -2.782 1.808 -5.775
O -2.289 3.946 0.642
O -2.154 -0.098 -7.078
O -6.552 1.215 2.325
O -4.631 2.095 1.858
O -1.078 -6.913 6.227
O -1.355 5.868 -2.171
O -4.033 -3.634 1.506
O -10.275 -6.591 3.702
O -7.801 -6.399 1.241
O -3.718 -5.655 2.864
N -0.890 3.435 -3.196
N -5.378 -5.752 0.893
N 0.988 2.581 -1.642
N -0.079 4.485 -3.609
N -2.959 -0.824 0.506
N -3.715 -2.517 -3.941
N -0.989 1.415 -1.622
C -0.788 5.750 -3.292
C 12.518 3.880 5.907
C 10.087 3.014 2.764
C -0.527 0.176 0.541
C -11.734 -4.966 1.105
C -12.843 -5.833 1.618
C 6.855 1.579 -1.704
C 0.333 4.390 -5.022
C -5.517 1.287 1.456
C -0.691 1.637 -0.137
C -0.283 -7.264 5.202
C -2.427 -6.620 5.854
C -4.010 -2.878 -5.033
C 1.762 4.606 2.861
C -4.384 -3.333 -6.414
C 3.229 1.479 -2.408
C 0.908 3.309 2.336
C -2.310 3.226 -3.657
C 1.343 5.971 2.088
C 6.332 1.268 -3.175
C 0.536 2.658 -0.184
C 1.904 -7.895 4.711
C -1.851 0.824 -6.280
C 2.523 1.432 1.224
C -11.004 -6.157 2.852
C -1.563 -0.941 -0.012
C 1.635 1.303 -2.059
C -0.379 2.584 -2.292
C 5.343 0.013 -3.341
C 3.914 0.065 -2.640
C 1.628 2.744 0.979
C -2.598 1.789 -4.323
Li -3.425 -2.728 -8.845
H -3.487 2.007 -0.155
H 1.893 0.666 1.809
H -2.443 1.880 1.903
H -3.601 -0.497 -0.247
H 0.106 3.743 -0.179
H 1.600 -8.824 4.223
H -3.307 -1.761 0.767
H -2.028 1.374 -1.624
H -2.973 -6.351 6.759
H -1.798 1.009 -4.042
H 3.243 2.035 -3.428
H 1.142 5.823 0.967
H -4.489 -2.464 -7.071
H -3.606 -3.993 -6.810
H -6.141 1.862 2.930
H 2.872 4.408 2.597
H 2.204 6.741 2.215
H 1.128 0.894 -3.022
H 10.851 3.622 2.274
H 1.615 4.742 4.002
H -2.968 3.274 -2.698
H -5.330 -3.876 -6.387
H 9.660 2.302 2.053
H 3.377 1.749 1.949
H -13.570 -5.274 2.214
H -2.704 4.050 -4.348
H -2.462 -5.773 5.165
H 3.027 1.011 0.287
H 10.537 2.468 3.594
H 8.681 4.325 2.515
H -0.148 3.740 2.103
H -12.060 -3.941 0.918
H -11.277 -5.365 0.194
H 2.855 -8.066 5.218
H 0.535 -0.274 0.418
H 0.393 6.441 2.556
H -2.904 -7.498 5.412
H -3.596 1.387 -3.883
H -0.726 0.308 1.671
H -0.754 0.980 -5.933
H 0.837 2.505 3.148
H 2.369 3.591 0.675
H 1.586 0.478 -1.261
H 2.043 -7.099 3.976
H -1.170 -1.961 0.365
H 3.688 2.132 -1.588
H -13.369 -6.356 0.816
H -1.571 -1.046 -1.174
```

As for the multiplicity: 1. The HOMO-LUMO gap comes out at 1.119 eV. The electronic energy is -296018.054 eV.